(1)
C65H58AsCdN8O2S3 | ωB97M-V with the def2-TZVPD basis set

Computed properties:
Charge: -1
Relative energy (zero: lowest compared OMol25 entry of this formula, charge and spin) (eV): 0.158
Gap between HOMO and LUMO (eV): 6.6
2S+1: 1
HOMO level (eV): -4.490
Electronic energy (Ha): -6698.48671

The geometry in XYZ format:
```
138
Properties=species:S:1:pos:R:3:forces:R:3:lowdin_charge:R:1
Cd -1.2981 0.0363 0.7985 -0.2 0.3 0.6 1.152
C -3.7214 3.7896 -0.3894 0.0 0.2 0.1 -0.060
C -3.2943 2.4660 -0.2271 -0.1 -0.2 0.0 -0.161
N -2.4603 2.0966 0.7136 0.0 0.1 -0.1 0.025
C -2.0162 2.9985 1.6129 0.0 0.5 0.1 -0.170
C -2.4078 4.3632 1.5435 0.1 -0.3 -0.1 -0.172
C -3.2505 4.7369 0.4750 0.0 -0.1 0.0 -0.013
C -2.0059 5.2700 2.5405 0.1 0.2 0.2 -0.083
C -1.3167 4.7906 3.6275 -0.2 0.2 -0.2 -0.102
C -0.9372 3.4532 3.7301 0.0 -0.2 -0.1 -0.035
C -1.1980 2.5218 2.7120 0.0 0.0 0.4 -0.259
N -0.8847 1.2145 2.7348 0.3 -0.2 -0.9 -0.025
C -0.3631 0.6300 3.8706 0.1 0.0 0.5 -0.267
C 0.7731 1.0456 4.5465 -0.2 -0.1 -0.4 -0.065
C 1.1384 0.4877 5.7811 0.0 -0.1 0.3 -0.083
C 0.3497 -0.4401 6.4060 0.2 0.1 0.0 -0.056
C -0.8106 -0.9090 5.7558 0.0 -0.1 -0.3 -0.164
C -1.7387 -1.7871 6.3594 0.0 -0.1 -0.1 -0.029
C -2.8481 -2.1785 5.6665 0.1 -0.1 0.1 -0.066
C -2.9770 -1.7767 4.3215 0.1 0.0 -0.2 -0.150
N -2.1446 -0.9594 3.7346 -0.2 0.0 -0.1 0.100
C -1.1102 -0.4574 4.4439 0.1 0.1 0.4 -0.175
H -4.4038 4.0491 -1.1879 0.0 0.0 0.0 0.105
H -3.6527 1.6835 -0.8870 0.1 0.0 -0.1 0.088
H -3.5359 5.7781 0.3788 0.0 0.0 0.0 0.116
H -2.2885 6.3124 2.4592 0.0 0.0 0.0 0.096
H -1.0687 5.4658 4.4387 0.0 0.0 0.0 0.098
H -0.4404 3.1249 4.6301 0.1 0.0 0.0 0.089
H 1.3983 1.8065 4.0976 0.0 0.1 0.0 0.116
H 2.0424 0.8403 6.2637 0.0 0.0 0.0 0.101
H 0.5908 -0.8089 7.3958 0.0 0.0 0.0 0.103
H -1.5540 -2.1354 7.3695 0.0 0.0 0.0 0.111
H -3.5973 -2.8185 6.1147 0.0 0.0 0.0 0.096
H -3.7906 -2.1550 3.7077 0.0 0.0 0.0 0.100
C -2.1704 3.1282 -3.3731 0.1 0.0 0.1 -0.035
C -1.1948 3.7170 -2.3875 0.0 0.0 0.0 -0.234
C -1.0803 5.0976 -2.3176 0.0 0.0 -0.1 -0.068
C -0.2355 5.7040 -1.4053 0.0 0.0 0.0 -0.089
C 0.4807 4.9067 -0.5341 0.0 0.1 -0.1 -0.049
C 0.4042 3.5178 -0.5806 0.0 -0.1 0.0 -0.198
C 1.2511 2.7414 0.3750 0.0 0.0 -0.1 -0.032
C -0.4178 2.9059 -1.5377 -0.1 0.7 0.3 -0.226
N -0.5884 1.5012 -1.6554 0.0 -0.7 -0.1 0.153
C -0.1378 0.9611 -2.7241 0.1 0.4 0.2 -0.249
C 0.7889 1.6905 -3.6397 0.3 0.2 -0.1 -0.018
C -0.6545 -0.3526 -3.2619 -0.1 -0.4 -0.4 -0.261
C -0.3672 -0.5943 -4.7243 0.0 0.0 -0.1 -0.007
N -1.4068 -1.1189 -2.5963 0.0 0.4 0.5 0.177
C -2.2131 -2.0944 -3.2241 -0.4 -0.4 -0.1 -0.199
C -1.7740 -3.3604 -3.6309 0.1 0.0 0.1 -0.218
C -0.3325 -3.7746 -3.6081 0.0 0.0 0.2 -0.032
C -2.7025 -4.2820 -4.1071 0.0 0.0 0.0 -0.061
C -4.0432 -3.9741 -4.2130 0.0 0.0 0.0 -0.094
C -4.4598 -2.6958 -3.8804 0.0 0.0 -0.1 -0.060
C -3.5663 -1.7491 -3.4051 0.0 0.1 0.1 -0.204
C -4.0682 -0.3681 -3.0899 0.1 -0.1 0.1 -0.045
H -3.0030 3.8161 -3.5219 0.0 0.0 0.0 0.080
H -2.5621 2.1785 -3.0140 0.0 0.1 -0.1 0.044
H -1.6989 2.9603 -4.3454 0.0 -0.1 0.0 0.082
H -1.6672 5.7048 -2.9986 -0.1 0.0 0.0 0.108
H -0.1583 6.7836 -1.3627 0.0 0.0 0.0 0.096
H 1.1288 5.3597 0.2072 0.0 0.0 0.0 0.115
H 1.2916 3.2530 1.3369 0.0 -0.1 0.1 0.086
H 2.2691 2.6574 -0.0106 0.0 -0.1 0.0 0.080
H 0.8843 1.7317 0.5188 0.1 -0.1 0.1 0.021
H 1.0547 2.6517 -3.2083 0.1 -0.1 -0.1 0.087
H 0.3565 1.8464 -4.6297 0.0 0.0 0.1 0.084
H 1.7009 1.1081 -3.7619 0.1 -0.1 0.0 0.075
H 0.7105 -0.6201 -4.8936 0.0 0.0 -0.1 0.097
H -0.7864 0.1988 -5.3468 0.0 0.0 0.0 0.089
H -0.8089 -1.5363 -5.0403 0.1 0.1 0.0 0.076
H -0.1021 -4.3647 -4.4965 0.0 0.0 0.0 0.084
H 0.3382 -2.9236 -3.5721 0.2 0.0 0.1 0.054
H -0.1287 -4.3967 -2.7368 0.1 0.0 0.1 0.087
H -2.3456 -5.2607 -4.4066 0.0 0.0 0.0 0.109
H -4.7520 -4.7098 -4.5726 0.0 0.0 0.0 0.095
H -5.5012 -2.4172 -3.9955 0.0 0.0 0.0 0.106
H -4.9814 -0.1629 -3.6487 0.0 0.0 0.0 0.079
H -3.3246 0.3876 -3.3377 -0.1 0.0 0.0 0.047
H -4.2835 -0.3014 -2.0218 0.1 0.1 0.1 0.033
S -3.3402 -1.2971 0.5130 -0.1 0.1 -0.1 0.443
C -2.8523 -2.9753 0.5631 0.2 -0.2 0.0 -0.730
C -3.8939 -3.8942 0.3258 0.1 0.0 0.0 -0.158
C -3.6842 -5.2545 0.3127 0.0 0.0 0.0 -0.104
C -2.4069 -5.7610 0.5295 0.0 0.0 0.0 -0.104
C -1.3761 -4.8762 0.7778 0.1 0.0 -0.1 -0.146
C -1.5614 -3.4918 0.8133 -0.2 0.0 -0.1 -0.410
As 0.0002 -2.3890 1.2879 -0.1 -0.9 -0.2 1.289
C 0.5227 -3.3926 2.8974 0.2 0.3 0.2 -0.373
C 1.8523 -3.3084 3.3177 -0.1 0.2 -0.1 -0.125
C 2.2819 -3.9685 4.4561 0.0 0.0 0.0 -0.080
C 1.3881 -4.7348 5.1922 0.0 0.0 0.0 -0.098
C 0.0710 -4.8350 4.7765 0.0 0.0 0.1 -0.088
C -0.3590 -4.1651 3.6393 -0.2 0.2 0.0 -0.112
C 1.4027 -3.1469 0.1367 -0.1 0.2 -0.2 -0.363
C 2.0628 -4.3475 0.3842 -0.1 -0.1 0.1 -0.122
C 3.0821 -4.7780 -0.4533 0.0 0.0 0.0 -0.089
C 3.4757 -4.0006 -1.5331 0.0 0.0 0.0 -0.079
C 2.8375 -2.7946 -1.7797 0.0 -0.1 -0.1 -0.079
C 1.8011 -2.3838 -0.9564 -0.2 -0.1 0.0 -0.154
H -4.8795 -3.4885 0.1363 0.0 0.0 0.0 0.084
H -4.5156 -5.9236 0.1235 0.0 0.0 0.0 0.096
H -2.2229 -6.8281 0.5117 0.0 0.0 0.0 0.093
H -0.3826 -5.2688 0.9633 0.0 0.0 0.0 0.085
H 2.5579 -2.7340 2.7294 0.0 0.0 0.1 0.088
H 3.3168 -3.8909 4.7657 0.0 0.0 0.0 0.102
H 1.7216 -5.2587 6.0798 0.0 0.0 0.0 0.095
H -0.6322 -5.4397 5.3367 0.0 0.0 0.0 0.100
H -1.3888 -4.2506 3.3257 -0.1 0.0 0.0 0.097
H 1.8041 -4.9536 1.2440 0.0 0.0 0.0 0.093
H 3.5834 -5.7165 -0.2485 0.0 0.0 0.0 0.096
H 4.2819 -4.3280 -2.1776 0.0 0.0 0.0 0.101
H 3.1591 -2.1548 -2.5928 0.0 0.0 0.0 0.092
H 1.3153 -1.4357 -1.1422 0.1 0.1 0.0 0.064
N 4.5694 6.5898 -2.4555 0.1 0.1 -0.1 0.088
C 4.5585 5.1982 -2.4058 0.1 -0.2 0.0 -0.333
C 5.1456 4.5200 -1.3368 0.0 0.1 0.0 -0.034
C 5.1735 3.1374 -1.3098 0.0 0.0 0.0 -0.070
C 4.6065 2.4109 -2.3474 0.1 -0.4 0.0 -0.277
C 4.0659 3.0741 -3.4372 -0.1 0.0 0.0 -0.075
C 4.0357 4.4565 -3.4659 0.0 0.1 0.0 -0.036
S 4.5204 0.6245 -2.2470 -0.6 -0.1 -0.3 0.534
O 4.1802 0.1718 -3.5830 -0.1 0.2 0.1 -0.354
O 5.7793 0.1509 -1.7176 0.0 0.2 0.2 -0.369
N 3.2562 0.3308 -1.3161 0.1 0.1 -0.4 -0.124
C 3.3540 0.1500 0.0067 0.7 0.0 0.6 -0.697
S 4.8767 0.3326 0.9431 -0.3 -0.2 0.1 1.007
C 4.0001 -0.0022 2.3987 0.2 0.1 -0.1 -0.427
C 2.7099 -0.2507 2.1025 -0.2 0.1 0.0 -0.319
N 2.3417 -0.1729 0.7854 0.1 0.3 -0.3 -0.013
H 4.6712 7.0614 -1.5734 -0.1 0.0 0.0 0.080
H 3.8739 7.0024 -3.0540 0.0 0.0 0.1 0.080
H 5.5821 5.0897 -0.5242 0.0 0.0 0.0 0.107
H 5.6422 2.6168 -0.4884 0.0 0.0 0.1 0.076
H 3.6833 2.4927 -4.2652 -0.1 0.0 0.0 0.102
H 3.6030 4.9741 -4.3145 0.0 0.0 0.0 0.106
H 4.4864 -0.0086 3.3602 0.0 0.0 0.0 0.049
H 1.9420 -0.4705 2.8317 0.0 0.0 0.0 0.066
```
Positions in Å, forces in eV/Å.

(2)
C7H16BNO | ωB97M-V with the def2-TZVPD basis set

Computed properties:
Charge: 0
Relative energy (zero: lowest compared OMol25 entry of this formula, charge and spin) (eV): 3.113
Gap between HOMO and LUMO (spin up / spin down) (eV): 8.9 / 6.4
2S+1: 1
HOMO level (spin up / spin down) (eV): -8.312 / -6.476
Electronic energy (Ha): -431.02678

The geometry in XYZ format:
```
26
Properties=species:S:1:pos:R:3:forces:R:3:nbo_charge:R:1
B -2.2324 -0.8003 1.8687 -0.1 0.3 2.8 0.816
C -3.2358 -0.7718 -0.6194 -0.4 1.8 0.0 -0.455
C -1.6894 -0.7156 -0.4777 -0.4 -1.6 -0.2 -0.231
C -3.8967 -1.6895 0.3841 -1.0 -0.4 2.3 -0.086
C 2.0094 1.5765 -1.1837 0.0 -2.3 -0.4 -0.596
C 3.9998 0.5399 -0.1231 -1.5 2.3 1.4 -0.595
C 1.7935 0.9675 1.1281 -1.5 -2.1 2.0 -0.285
C 2.4386 0.5107 -0.0818 1.2 0.6 -2.2 -0.310
N -1.4371 -0.3082 0.9001 3.9 3.1 -2.6 -0.967
O -3.3809 -1.4689 1.7842 -0.5 -0.4 -1.7 -0.735
H -3.4912 0.3129 -0.3022 -0.1 -1.6 -1.0 0.217
H -3.6150 -1.0052 -1.6494 0.4 0.3 0.9 0.230
H -1.1039 -1.6370 -0.5554 -0.8 -0.7 -0.5 0.184
H -1.2356 -0.1703 -1.3048 -0.2 1.0 0.5 0.205
H -5.0183 -1.7065 0.6048 1.4 0.8 -1.1 0.207
H -3.6710 -2.7115 0.1804 0.4 -0.9 -0.3 0.177
H 2.2043 1.2728 -2.2198 0.5 -0.2 0.2 0.206
H 2.6280 2.4105 -0.9440 -0.3 1.2 0.0 0.210
H 0.9379 1.6736 -1.1942 -0.4 0.8 0.4 0.206
H 4.3436 1.5397 0.1956 -0.3 0.1 -0.5 0.194
H 4.3972 0.3738 -1.0851 0.4 -0.7 -1.0 0.213
H 4.4069 0.0025 0.6705 0.8 -1.8 0.9 0.212
H 1.0592 0.2745 1.6581 1.2 1.0 -0.7 0.174
H 2.1657 1.7404 1.7467 0.4 0.9 0.3 0.175
H 2.1568 -0.5187 -0.2973 -0.4 0.1 -0.3 0.206
H -0.5337 0.3081 0.9167 -2.7 -1.7 0.8 0.426
```
Positions in Å, forces in eV/Å.

(3)
C23H43N2O2P3Pb | ωB97M-V with the def2-TZVPD basis set

Computed properties:
Charge: +4
Relative energy (zero: lowest compared OMol25 entry of this formula, charge and spin) (eV): 0.000
Gap between HOMO and LUMO (spin up / spin down) (eV): 3.1 / 5.3
2S+1: 1
HOMO level (spin up / spin down) (eV): -18.597 / -18.597
Electronic energy (Ha): -2377.49242

The geometry in XYZ format:
```
74
Properties=species:S:1:pos:R:3:forces:R:3:lowdin_charge:R:1
Pb -0.0056 -0.0973 -0.0289 -0.2 0.8 2.1 0.836
P 0.6621 1.2420 -2.1790 0.1 -0.6 -0.2 0.735
P 0.6156 1.8562 1.5886 0.3 0.1 0.3 0.682
P -2.5431 0.5417 -0.0330 0.2 -0.2 0.1 0.701
H -2.7057 -9.3493 -0.7895 -0.1 0.1 -0.1 0.130
C -3.4856 -8.9263 -1.4229 -0.5 -0.6 3.4 0.227
C -3.3303 -8.8349 -2.7595 0.3 0.0 -3.6 0.245
H -2.4181 -9.1755 -3.2498 -0.1 0.1 0.1 0.131
C 2.2721 0.7637 -2.8485 0.0 0.0 0.0 -0.206
C 0.7208 3.0418 -2.0037 -0.1 -0.1 0.2 -0.204
C -0.5852 0.8506 -3.4289 0.0 0.1 -0.2 -0.220
C 0.1533 1.3253 3.2641 0.1 0.1 -0.1 -0.220
C 2.3801 2.2533 1.6227 0.1 0.2 0.2 -0.213
C -0.2150 3.4318 1.2573 -0.1 0.2 0.0 -0.221
C -3.3988 -0.6201 -1.1103 -0.3 -0.1 -0.3 -0.225
C -3.0500 2.2019 -0.5116 -0.3 0.0 -0.2 -0.221
C -3.1601 0.2362 1.6388 -0.1 0.1 -0.1 -0.223
H -4.4167 -8.6308 -0.9394 0.1 0.0 -0.1 0.127
H -4.1278 -8.4580 -3.4002 0.1 0.0 0.1 0.130
H 2.3861 -0.3371 -2.8724 0.0 0.8 -0.2 0.045
H 3.0666 1.2089 -2.2155 -0.3 -0.2 -0.5 0.082
H 2.2763 1.1867 -3.8720 0.4 -0.3 0.4 0.087
H 1.4893 3.3237 -1.2561 -0.4 0.0 -0.5 0.057
H -0.2707 3.4408 -1.7169 0.6 -0.1 -0.2 0.054
H 1.0086 3.3867 -3.0125 -0.1 0.2 0.5 0.091
H -0.5479 -0.2288 -3.6690 0.0 0.6 0.0 0.065
H -0.2997 1.4632 -4.3011 -0.4 -0.3 0.1 0.083
H -1.6020 1.1239 -3.0868 0.5 -0.1 -0.3 0.050
H 0.5256 2.1398 3.9139 -0.4 -0.5 0.1 0.088
H 0.6513 0.3672 3.5133 -0.3 0.6 0.1 0.056
H -0.9480 1.2029 3.3294 0.7 0.1 0.1 0.050
H 2.4316 3.1174 2.3211 0.5 -0.5 -0.5 0.090
H 2.7202 2.5326 0.6002 -0.1 -0.1 0.8 0.060
H 2.9747 1.3958 2.0002 -0.3 0.8 -0.1 0.050
H -0.6708 3.7387 2.2204 0.2 0.3 -0.7 0.084
H -0.9965 3.3355 0.4754 0.6 0.2 0.6 0.006
H 0.5742 4.1383 0.9190 -0.8 -0.2 0.3 0.076
H -4.4023 -0.1807 -1.2706 0.3 -0.6 -0.1 0.083
H -3.4603 -1.6073 -0.6092 -0.2 0.6 -0.3 0.066
H -2.8551 -0.7370 -2.0701 -0.5 0.1 0.5 0.050
H -4.0852 2.0461 -0.8783 0.4 0.7 0.1 0.081
H -2.3984 2.6036 -1.3188 -0.6 -0.1 0.5 0.046
H -3.0259 2.8425 0.3942 -0.2 -0.2 -0.7 0.070
H -4.2511 0.1297 1.5028 0.3 0.1 0.5 0.084
H -2.9051 1.0967 2.2889 -0.4 -0.5 -0.3 0.061
H -2.7282 -0.6966 2.0487 -0.3 0.5 -0.2 0.050
C -1.2030 -2.8570 -1.0830 1.0 1.9 -0.6 -0.376
C -1.3398 -3.3102 0.2651 -0.1 -0.7 0.6 0.013
C -1.9891 -4.5094 0.4943 0.6 0.8 0.4 -0.006
C -2.5251 -5.2174 -0.5875 -0.2 -0.4 -0.2 -0.003
C -2.4437 -4.7387 -1.9012 0.2 0.6 -1.0 -0.021
C -1.8021 -3.5472 -2.1645 -0.5 -1.0 -0.1 0.042
O -0.5616 -1.7717 -1.4365 -0.6 -1.8 0.5 -0.206
H -0.4716 -0.9512 1.5903 0.4 0.1 -0.8 0.010
H -0.9225 -2.7351 1.1002 -0.1 -0.4 -0.5 0.069
H -2.0514 -4.8862 1.5174 -0.1 0.0 -0.4 0.141
H -3.0157 -6.1708 -0.4103 0.0 0.2 0.1 0.107
H -2.8612 -5.2835 -2.7482 0.0 0.0 0.4 0.123
H -1.6990 -3.0774 -3.1445 -0.1 -0.4 0.2 0.148
N 5.5810 -1.9712 3.4078 -1.2 0.0 -1.9 0.219
C 4.3733 -1.4128 3.1241 0.7 0.4 2.6 -0.453
O 3.7272 -0.7770 3.9821 0.7 -1.0 -2.1 0.053
C 3.8543 -1.6021 1.7432 -0.8 -0.1 -1.0 -0.066
C 4.4502 -2.3288 0.6835 -0.7 0.5 0.3 0.071
C 3.7938 -2.4474 -0.5487 -0.1 -0.3 -0.4 0.011
C 2.5683 -1.8191 -0.7165 0.7 0.1 0.1 -0.139
N 2.0756 -1.0553 0.2629 -0.5 -0.6 0.2 -0.096
C 2.6190 -1.0045 1.4928 0.3 -0.3 -1.1 -0.081
H 5.9337 -1.8525 4.3173 0.5 0.1 1.2 0.120
H 6.1393 -2.4776 2.7260 -0.2 0.3 0.5 0.117
H 5.4019 -2.8092 0.8318 0.2 -0.1 -0.1 0.126
H 4.1825 -3.0160 -1.4085 0.1 0.2 0.8 0.141
H 1.9666 -1.8944 -1.6374 0.5 0.0 0.6 0.105
H 2.0347 -0.4756 2.2438 0.5 -0.3 0.0 0.076
```
Positions in Å, forces in eV/Å.

(4)
C3H4N2O | ωB97M-V with the def2-TZVPD basis set

Computed properties:
Charge: 0
Relative energy (zero: lowest compared OMol25 entry of this formula, charge and spin) (eV): 3.194
Gap between HOMO and LUMO (eV): 9.9
2S+1: 1
HOMO level (eV): -9.364
Electronic energy (Ha): -301.36986

The geometry in XYZ format:
```
10
Properties=species:S:1:pos:R:3:forces:R:3:nbo_charge:R:1
C -1.0828 0.1882 0.2655 -3.6 -0.3 -0.6 0.057
N -1.1804 0.8612 -0.8220 1.8 -1.1 1.2 -0.228
N 0.0399 0.8976 -1.5176 3.0 -0.4 -0.5 -0.365
C 1.0832 0.2472 -1.0725 -2.9 0.3 -0.3 0.369
O 1.1506 -0.4509 0.1039 2.3 0.1 -1.5 -0.485
C 0.0780 -0.4385 0.9519 -1.8 -0.2 0.4 -0.134
H -2.1212 -0.0110 0.5875 0.7 0.0 0.9 0.196
H 1.9150 0.0315 -1.7498 -0.1 0.4 0.6 0.197
H 0.2044 0.1171 1.8527 0.9 1.1 0.7 0.190
H -0.0866 -1.4424 1.4003 -0.3 0.2 -0.9 0.203
```
Positions in Å, forces in eV/Å.